[1]
46
Properties=species:S:1:pos:R:3:forces:R:3 method="wB97M-V/def2-TZVPD" relative_energy_ev=1.843 homo_lumo_gap_ev=8.33 energy_ha=-1557.8595 largest_force_ev_per_a=1.27 smiles="Cc1cc(C)c2c(c1)cc(C)c1nnc(SCC(=O)Nc3cc(C)on3)n12" charge=0
C -2.6304 1.1559 -4.0292 -0.05 0.01 0.00
C -2.1700 1.0629 -2.6080 0.00 -0.03 0.08
C -2.0763 2.2142 -1.8263 0.13 -0.22 0.06
C -1.6206 2.2008 -0.5189 0.08 -0.01 -0.01
C -1.7437 3.4609 0.2824 -0.09 0.19 -0.04
C -1.1808 0.9772 0.0138 -0.31 -0.14 -0.84
C -1.4527 -0.2219 -0.6890 0.03 0.55 -0.03
C -1.9099 -0.1501 -2.0089 0.03 0.20 0.16
C -1.3445 -1.4860 -0.0299 0.11 -0.24 0.79
C -0.9919 -1.5828 1.2737 -0.28 -0.26 -0.73
C -0.9641 -2.8499 2.0578 0.01 0.03 0.00
C -0.5190 -0.3946 1.8952 0.05 0.56 -0.04
N 0.1572 -0.2951 3.0199 -0.52 -1.15 0.04
N 0.6458 0.9310 3.0944 0.50 0.78 0.22
C 0.2711 1.6071 2.0414 0.04 0.74 -0.33
S 0.9535 3.1847 1.7139 0.33 -0.09 -0.06
C 1.9513 2.8097 0.2062 -0.28 0.10 0.46
C 2.5407 1.4232 0.3541 -0.03 0.19 -0.39
O 3.4555 1.1634 1.0908 0.18 -0.02 0.21
N 1.8843 0.4869 -0.4035 -0.11 -0.07 -0.47
C 2.0083 -0.8788 -0.2541 0.08 -0.96 0.00
C 2.6599 -1.6073 0.7720 -0.17 -0.50 -0.18
C 2.3792 -2.9057 0.4598 0.13 0.78 0.28
C 2.7476 -4.1847 1.1108 -0.05 0.01 -0.26
O 1.6303 -2.9466 -0.6562 0.23 -0.67 0.41
N 1.4003 -1.6834 -1.0954 0.00 1.18 -0.49
N -0.5361 0.8256 1.2358 0.00 -0.58 1.03
H -2.5414 0.1952 -4.5290 -0.01 -0.04 -0.09
H -3.6727 1.4714 -4.0674 -0.07 0.01 -0.08
H -2.0409 1.8920 -4.5731 0.01 0.01 -0.09
H -2.3987 3.1566 -2.2458 -0.06 0.14 -0.03
H -0.9193 4.1474 0.0980 -0.07 0.01 0.07
H -2.6642 3.9677 -0.0019 -0.09 -0.01 -0.02
H -1.7809 3.2548 1.3486 -0.02 0.09 0.02
H -2.0713 -1.0717 -2.5462 -0.01 -0.14 -0.09
H -1.5999 -2.3684 -0.5956 -0.02 -0.15 -0.05
H -0.0727 -2.8746 2.6801 0.05 -0.10 0.06
H -0.9884 -3.7114 1.3956 -0.01 -0.07 -0.03
H -1.8278 -2.8907 2.7210 -0.02 -0.06 0.09
H 1.3227 2.9173 -0.6780 0.08 -0.02 -0.05
H 2.7375 3.5620 0.2140 0.03 -0.07 -0.07
H 1.2262 0.7667 -1.1179 0.01 0.14 0.16
H 3.2194 -1.2094 1.5895 0.13 0.01 0.20
H 3.5706 -4.6555 0.5738 0.04 -0.07 0.01
H 3.0561 -3.9989 2.1348 0.00 -0.01 0.06
H 1.9007 -4.8668 1.0970 -0.04 -0.07 0.07

***

[2]
52
Properties=species:S:1:pos:R:3:forces:R:3 method="wB97M-V/def2-TZVPD" relative_energy_ev=0.612 homo_lumo_gap_ev="7.33 / 7.54" s_squared=0.7589 energy_ha=-2011.6602 largest_force_ev_per_a=0.70 spin_multiplicity=2 charge=+2
Re -0.0906 -1.0979 1.1235 0.21 -0.13 0.25
S -1.6349 -2.6147 1.5806 0.06 -0.06 -0.02
C -2.5496 -1.8743 0.2336 0.12 0.08 0.05
C -3.7452 -2.1597 -0.3709 0.00 0.02 0.02
C -4.1080 -1.3445 -1.4430 0.01 0.02 -0.02
C -3.2730 -0.3155 -1.8589 -0.01 -0.02 0.01
C -2.0795 -0.0983 -1.1939 -0.03 0.00 0.02
N -1.7355 -0.8680 -0.1549 -0.15 0.08 -0.01
H -4.3715 -2.9707 -0.0277 0.01 -0.01 0.00
H -5.0445 -1.5204 -1.9556 0.00 0.00 0.00
H -3.5415 0.3136 -2.6951 0.00 0.00 0.00
H -1.3876 0.6810 -1.4828 0.00 0.01 -0.02
C 3.9165 -1.7213 3.3300 0.00 0.00 0.00
C 2.9050 -2.2135 2.3288 -0.03 -0.06 0.01
O 1.7387 -1.3189 2.3251 -0.24 0.04 0.00
H 4.7793 -2.3869 3.3237 0.00 0.00 0.00
H 3.5088 -1.7299 4.3427 0.00 0.00 0.00
H 4.2595 -0.7167 3.0857 0.00 0.00 0.00
H 2.5545 -3.2193 2.5622 0.00 0.00 0.00
H 3.2918 -2.1850 1.3128 0.00 0.00 0.00
H 1.6049 -0.9706 3.2196 0.00 0.03 -0.02
N 3.2417 -3.0674 -3.7091 0.00 0.00 -0.01
C 2.5250 -2.6419 -2.6777 -0.01 0.01 0.02
C 2.0298 -1.3154 -2.6137 0.00 -0.02 -0.01
C 1.2852 -0.9251 -1.5474 -0.05 0.02 0.01
N 1.0028 -1.7449 -0.4956 0.00 0.05 0.13
C 1.4876 -3.0212 -0.5439 0.01 0.03 0.02
C 2.2154 -3.4956 -1.5866 0.01 -0.01 -0.02
H 3.4629 -2.4586 -4.4805 0.00 0.00 0.00
H 3.5869 -4.0124 -3.7562 0.00 0.00 0.00
H 2.2264 -0.6081 -3.4079 0.00 0.00 0.00
H 0.8949 0.0835 -1.4997 0.00 0.00 -0.02
H 1.2464 -3.6617 0.2946 0.00 0.00 0.00
H 2.5525 -4.5230 -1.5753 0.00 0.00 0.00
O -0.8995 1.8419 3.8062 -0.12 -0.04 -0.01
C -0.7500 1.5721 2.6647 0.02 -0.07 0.27
O -0.2605 0.3031 2.3478 0.20 0.05 -0.67
C -1.0131 2.5013 1.5336 -0.01 0.02 0.04
C -1.9238 3.5319 1.7666 0.01 0.03 -0.01
C -2.1555 4.4482 0.7633 0.03 0.03 0.03
C -1.5107 4.4026 -0.4588 -0.01 -0.01 -0.01
C -0.6221 3.3647 -0.6513 -0.07 -0.02 -0.04
C -0.3508 2.4201 0.3221 -0.02 -0.01 -0.05
N 0.0409 3.2264 -1.9613 0.26 0.08 0.11
O 0.0699 4.1776 -2.6896 -0.09 -0.05 -0.01
O 0.5321 2.1274 -2.2075 -0.09 -0.04 -0.04
N -3.1450 5.5329 1.0002 -0.09 -0.07 -0.06
O -3.7206 5.5157 2.0620 0.04 0.02 0.01
O -3.3038 6.3223 0.0996 0.04 0.02 0.02
H -2.4372 3.6233 2.7142 0.00 -0.01 0.00
H -1.7062 5.1427 -1.2225 0.00 0.00 0.00
H 0.4010 1.6692 0.1244 -0.01 -0.01 0.02

***

[3]
46
Properties=species:S:1:pos:R:3:forces:R:3 method="wB97M-V/def2-TZVPD" relative_energy_ev=1.319 homo_lumo_gap_ev="7.37 / 5.46" s_squared=0.7770 energy_ha=-3565.2031 largest_force_ev_per_a=1.83 spin_multiplicity=2 charge=+2
Au 1.8840 0.3496 -0.0067 1.60 0.84 -0.32
N 2.4169 0.9421 2.6717 0.00 0.09 -0.02
N 2.2871 2.3225 2.8260 0.03 -0.05 -0.02
C 2.0257 3.1381 1.8098 -0.07 0.09 -0.16
N 2.0531 4.4462 2.0267 0.01 -0.03 0.14
S 1.6778 2.6917 0.1710 -0.23 -0.40 0.09
H 1.8630 0.4682 3.3759 0.00 -0.02 0.00
H 3.3940 0.6739 2.7439 0.00 -0.03 0.08
H 2.5310 2.7344 3.7196 -0.01 0.00 0.00
H 2.3387 4.8410 2.9113 0.04 0.00 -0.02
H 1.8491 5.0923 1.2807 -0.02 -0.01 -0.02
N 4.2801 -1.6296 -0.8742 0.07 -0.09 -0.09
C 3.3895 -0.9466 -0.6137 -0.88 -0.07 0.30
C -1.5045 2.4303 0.7129 -0.04 -0.07 0.05
Ge -0.5796 0.7970 0.2295 -0.64 -0.24 0.03
C -0.9014 -0.6299 1.5131 0.06 0.09 0.11
C -2.2361 -0.7599 1.9021 -0.07 0.09 -0.08
C -2.6098 -1.7270 2.8236 0.03 -0.07 0.05
C -1.6529 -2.5649 3.3763 0.02 0.00 -0.02
C -0.3215 -2.4444 2.9980 -0.10 -0.02 0.05
C 0.0521 -1.4809 2.0753 0.12 -0.06 -0.14
C -0.9655 0.3336 -1.6583 0.26 -0.10 -0.10
C -1.7511 1.2311 -2.3871 -0.06 0.14 0.08
C -2.0505 1.0272 -3.7253 0.01 0.02 -0.02
C -1.5466 -0.0885 -4.3883 0.05 -0.07 0.05
C -0.7478 -1.0109 -3.7032 -0.08 0.10 -0.07
C -0.2145 -2.1334 -4.3783 0.01 0.03 0.01
C 0.5809 -3.0690 -3.7120 0.06 -0.06 0.09
C 0.8459 -2.8984 -2.3697 0.07 -0.15 -0.13
C 0.3198 -1.7985 -1.6809 -0.15 0.03 0.04
C -0.4611 -0.8144 -2.3239 -0.02 -0.01 0.08
H -2.5791 2.2340 0.6973 0.01 -0.01 0.00
H -1.2837 3.2628 0.0507 0.02 -0.02 -0.04
H -1.2328 2.7007 1.7329 0.00 0.00 -0.01
H -3.0066 -0.1188 1.4861 0.02 0.02 0.02
H -3.6471 -1.8234 3.1135 -0.01 0.01 -0.01
H -1.9433 -3.3166 4.0977 -0.01 0.00 0.00
H 0.4221 -3.1070 3.4199 0.02 0.00 -0.01
H 1.0964 -1.4261 1.7863 -0.02 0.02 0.02
H -2.1473 2.1126 -1.8982 0.00 0.01 -0.04
H -2.6604 1.7387 -4.2651 -0.03 0.01 0.04
H -1.7757 -0.2450 -5.4349 0.03 -0.01 -0.01
H -0.4169 -2.2592 -5.4349 -0.04 0.01 0.00
H 0.9760 -3.9192 -4.2501 0.02 0.00 0.01
H 1.4552 -3.6131 -1.8329 0.03 0.01 -0.01
H 0.4972 -1.7435 -0.6142 -0.10 -0.03 0.00